C19H31B3Cl2FNO8 | ωB97M-V with the def2-TZVPD basis set

The calculated total energy comes out at -2493.9364 Ha. For the HOMO energy, the calculation gives -0.34209 Ha. Its max |F| is 9.86 eV/A. The calculation puts the HOMO-LUMO gap at 8.0 eV. As for the LUMO energy: -1.3 eV. Its SMILES is C=CB1OB(C(=O)NC(=O)F)OB(/C(Cl)=C(\C)Cl)O1.C1CCOC1.C1CCOC1.C1CCOC1.

```
! wB97M-V def2-TZVPD RIJCOSX def2/J DEFGRID3
* xyz 0 1
Cl 3.534 4.976 -4.751
Cl 4.874 6.404 -2.068
F -2.639 1.382 -2.229
O 1.164 -3.131 -3.215
O 0.431 1.851 1.254
O 2.538 -4.582 1.684
O 2.814 1.571 -3.291
O -2.403 3.773 -1.682
O -5.279 4.308 2.582
O 0.811 2.831 -2.398
O 1.565 0.525 -1.359
N -1.681 2.197 0.064
C -0.715 -3.037 -1.777
C -0.186 1.962 0.057
C 4.355 0.550 -1.297
C -5.875 3.098 3.069
C -6.553 2.436 1.890
C 0.659 -4.489 3.121
C 3.514 4.417 -0.298
C 2.258 -5.909 2.152
C -5.686 2.878 0.739
C 1.694 -3.662 2.390
C -5.309 4.285 1.148
C 1.411 -5.765 3.397
C 4.748 0.747 0.124
C 0.321 -2.211 -2.508
C 3.751 4.902 -1.852
C 0.038 -4.313 -1.501
C 0.885 -4.457 -2.747
C -2.237 2.477 -1.315
C 3.136 4.225 -3.063
B 2.194 2.886 -2.912
B 0.750 1.789 -1.313
B 2.885 0.861 -1.966
H 0.950 -1.651 -1.808
H -1.564 -3.243 -2.440
H 1.713 -6.434 1.360
H -5.072 2.468 3.469
H -6.572 3.330 3.879
H -6.187 2.835 -0.231
H -1.094 -2.547 -0.877
H 3.374 3.263 -0.160
H 3.196 -6.439 2.340
H 0.340 -4.983 -3.539
H 5.339 -0.152 0.635
H -1.842 3.070 0.626
H 0.682 -4.182 -0.624
H -7.566 2.839 1.767
H 1.822 -4.987 -2.558
H 4.457 4.728 0.350
H -0.610 -5.176 -1.324
H -4.788 2.250 0.690
H -0.190 -4.695 2.459
H 2.323 -3.103 3.091
H 0.764 -6.627 3.574
H 2.530 4.930 0.139
H -6.627 1.351 1.993
H 1.246 -2.957 1.684
H -6.061 5.010 0.818
H 5.202 0.163 -2.042
H -0.128 -1.506 -3.214
H 0.279 -3.998 4.021
H 2.056 -5.633 4.274
H 4.594 1.712 0.768
H -4.335 4.589 0.755
*
```